Record 1
This record from the Open Molecules 2025 dataset describes a single C4H6O molecule at a distorted geometry. The level of theory is ωB97M-V with the def2-TZVPD basis set.

Output
Energy above the lowest of the compared OMol25 structures with the same formula, charge and spin ... 199.6 kJ/mol
LUMO level ... 0.031 Ha
SMILES ... C=C/C=C/O
Total energy ... -6289.849 eV
Orbital gap ... 9.31 eV
HOMO level ... -8.45 eV

The geometry in XYZ format:
```
11
Properties=species:S:1:pos:R:3:forces:R:3
C 1.618635 -0.030578 1.450800 0.313 -0.365 1.894
C 0.387087 0.466292 1.378679 -3.045 1.280 0.901
C -0.496411 0.576853 0.175474 -0.009 -2.754 -0.835
C -0.712508 -0.459316 -0.653653 1.655 -0.465 -0.517
O -0.797644 -0.298632 -2.037377 -0.897 0.110 1.067
H 2.178384 0.313383 2.332591 -0.309 -0.655 -0.002
H 2.080559 -0.911021 0.993709 -0.170 0.996 -1.123
H -0.175904 0.892475 2.321658 2.023 -0.012 -1.702
H -0.943825 1.446189 -0.245273 0.461 1.397 0.322
H -0.562869 -1.515887 -0.388927 0.163 0.452 0.188
H -0.951990 -1.170980 -2.406890 -0.186 0.016 -0.192
```
Forces are in eV/Å.

---

Record 2
This record from the Open Molecules 2025 dataset describes 2 unconnected molecules or ions with the total composition C6H8N2O2S at a distorted geometry. The level of theory is ωB97M-V with the def2-TZVPD basis set.

Output
Energy above the lowest of the compared OMol25 structures with the same formula, charge and spin ... 331.7 kJ/mol
LUMO level ... 0.018 Ha
Total energy ... -24259.335 eV
Orbital gap ... 9.44 eV
HOMO level ... -8.96 eV

The geometry in XYZ format:
```
19
Properties=species:S:1:pos:R:3:forces:R:3
C 0.360207 0.956059 -1.515297 1.617 -0.577 1.469
C -0.633420 1.716120 -0.913543 2.089 -1.371 0.578
C 1.433415 0.418577 -0.733993 -0.775 0.423 0.954
C -0.546533 1.893034 0.448805 -0.979 0.573 -1.091
C 1.293595 0.621846 0.685226 0.316 -0.307 -1.119
C -0.722226 -1.199794 1.218127 -0.779 -2.725 -1.187
N 0.306290 1.319153 1.247771 1.349 0.323 0.314
N -1.756871 -0.614628 0.865359 -0.418 -0.474 -1.024
O -0.460024 -2.669600 -1.182597 -0.858 1.116 -1.857
O 1.480757 -2.279689 0.325395 -0.341 -1.095 -0.161
S 0.091554 -2.795394 0.266163 0.993 2.499 2.662
H 0.338648 0.774467 -2.551689 0.017 -0.149 -1.228
H -1.445366 2.085032 -1.442156 -1.256 0.777 -0.972
H 2.311627 -0.180924 -1.131760 -1.493 0.907 0.458
H -1.307592 2.523668 0.828674 -0.616 0.493 1.070
H -0.304569 -1.076238 2.179382 1.219 0.027 0.953
H -0.403579 -1.754720 -1.567197 -0.004 -0.780 0.537
H -1.990531 0.091011 1.548472 -0.273 0.398 0.189
H 1.954619 0.172019 1.424856 0.191 -0.058 -0.547
```
Forces are in eV/Å.

---

Record 3
This record from the Open Molecules 2025 dataset describes a molecular structure, C3H8BrN2O at a distorted geometry. The level of theory is ωB97M-V with the def2-TZVPD basis set.

Output
Energy above the lowest of the compared OMol25 structures with the same formula, charge and spin ... 71.2 kJ/mol
LUMO level ... -0.128 Ha
Total energy ... -78302.402 eV
Orbital gap ... 10.72 eV
HOMO level ... -14.21 eV
Net charge ... +1

The geometry in XYZ format:
```
15
Properties=species:S:1:pos:R:3:forces:R:3
C 2.610692 -0.092686 0.847937 -2.404 -1.220 -1.448
C -0.403615 -0.203407 -1.094892 -1.042 0.428 -2.099
C -0.311829 -0.541964 0.307154 0.985 -0.030 0.572
N 1.587339 -0.551133 0.509866 2.246 0.127 0.713
N 3.678331 0.608847 1.019351 0.900 0.846 0.414
O -0.528147 0.377173 1.156268 -1.232 1.948 1.326
Br -3.396253 1.675310 -0.055301 0.296 -0.381 -0.048
H 0.043287 0.852150 -1.346688 -0.587 -2.307 0.366
H -0.038311 -1.088567 -1.648806 0.235 0.993 -0.251
H -1.513374 -0.157716 -1.359182 1.205 0.002 0.417
H -0.464351 -1.531085 0.733904 -0.026 0.008 -0.449
H -4.355163 2.685116 0.096101 -0.327 0.413 0.051
H 3.540213 1.603174 0.976409 0.147 0.275 0.041
H 4.613345 0.300374 1.245313 -0.324 -0.459 0.023
H -0.561170 1.272260 0.741307 -0.072 -0.643 0.373
```
Forces are in eV/Å.

---

Record 4
This record from the Open Molecules 2025 dataset describes 3 unconnected molecules or ions with the total composition C9H21N. The level of theory is ωB97M-V with the def2-TZVPD basis set.

Output
Energy above the lowest of the compared OMol25 structures with the same formula, charge and spin ... 443.2 kJ/mol
LUMO level (spin up / spin down) ... 0.008 / -0.001 Ha
Total energy ... -11159.317 eV
Orbital gap (spin up / spin down) ... 7.15 / 6.54 eV
HOMO level (spin up / spin down) ... -6.92 / -6.56 eV

The geometry in XYZ format:
```
31
Properties=species:S:1:pos:R:3:forces:R:3
C -1.811216 0.753141 -0.046800 -0.001 0.017 0.009
C -1.656549 -0.644867 -0.665632 -0.034 0.144 0.082
C -1.453445 1.811040 -1.101600 -0.066 -0.105 0.123
C -0.857056 0.895321 1.148819 -0.098 0.019 -0.129
C -3.258892 0.951147 0.422779 0.139 -0.026 -0.055
H -0.422805 1.685257 -1.437979 0.007 -0.015 0.010
H -0.968051 1.874195 1.621658 -0.043 -0.005 -0.003
H -3.532566 0.207955 1.176702 0.017 0.003 -0.013
H -1.895140 -1.422191 0.068967 -0.002 0.018 -0.001
H -0.634839 -0.794861 -1.017719 0.046 0.023 0.020
H -2.331654 -0.772143 -1.515281 -0.019 0.013 0.012
H -1.556008 2.818459 -0.690665 -0.004 -0.012 0.008
H -2.112800 1.733847 -1.969801 -0.001 -0.010 0.009
H 0.179427 0.800257 0.819661 0.014 -0.046 -0.019
H -1.064961 0.133092 1.907228 -0.010 0.014 -0.010
H -3.394592 1.941414 0.864241 0.017 -0.007 -0.012
H -3.957609 0.856000 -0.412096 0.014 0.001 0.001
C 1.532897 -1.756738 0.857648 0.330 0.527 -0.522
C 2.853500 -1.286481 1.322412 -0.061 0.382 -0.020
N 1.337959 -2.655876 -0.086309 0.350 -0.514 -0.235
C 2.029120 -0.140675 -1.213932 -0.050 0.456 0.715
C 2.729874 0.972216 -1.000110 0.073 -0.080 -0.011
H 0.728235 -1.690132 1.586738 -0.073 0.209 -0.108
H 0.463000 -3.158144 -0.123877 0.175 0.206 -0.323
H 1.902796 -2.459313 -0.921134 -0.565 -0.641 0.439
H 1.521574 -0.173911 -2.191809 -0.141 -0.118 0.063
H 3.094210 -1.790512 2.269494 0.082 -0.117 -0.131
H 3.613646 -1.402749 0.555491 0.043 -0.178 0.151
H 2.795392 -0.220461 1.553348 -0.029 -0.032 -0.013
H 2.828502 1.804372 -1.703787 0.035 -0.129 -0.066
H 3.298049 1.131342 -0.076657 -0.145 0.006 0.030
```
Forces are in eV/Å.

---

Repeat the fourth record exactly.
This record from the Open Molecules 2025 dataset describes 3 unconnected molecules or ions with the total composition C9H21N. The level of theory is ωB97M-V with the def2-TZVPD basis set.

Output
Energy above the lowest of the compared OMol25 structures with the same formula, charge and spin ... 443.2 kJ/mol
LUMO level (spin up / spin down) ... 0.008 / -0.001 Ha
Total energy ... -11159.317 eV
Orbital gap (spin up / spin down) ... 7.15 / 6.54 eV
HOMO level (spin up / spin down) ... -6.92 / -6.56 eV

The geometry in XYZ format:
```
31
Properties=species:S:1:pos:R:3:forces:R:3
C -1.811216 0.753141 -0.046800 -0.001 0.017 0.009
C -1.656549 -0.644867 -0.665632 -0.034 0.144 0.082
C -1.453445 1.811040 -1.101600 -0.066 -0.105 0.123
C -0.857056 0.895321 1.148819 -0.098 0.019 -0.129
C -3.258892 0.951147 0.422779 0.139 -0.026 -0.055
H -0.422805 1.685257 -1.437979 0.007 -0.015 0.010
H -0.968051 1.874195 1.621658 -0.043 -0.005 -0.003
H -3.532566 0.207955 1.176702 0.017 0.003 -0.013
H -1.895140 -1.422191 0.068967 -0.002 0.018 -0.001
H -0.634839 -0.794861 -1.017719 0.046 0.023 0.020
H -2.331654 -0.772143 -1.515281 -0.019 0.013 0.012
H -1.556008 2.818459 -0.690665 -0.004 -0.012 0.008
H -2.112800 1.733847 -1.969801 -0.001 -0.010 0.009
H 0.179427 0.800257 0.819661 0.014 -0.046 -0.019
H -1.064961 0.133092 1.907228 -0.010 0.014 -0.010
H -3.394592 1.941414 0.864241 0.017 -0.007 -0.012
H -3.957609 0.856000 -0.412096 0.014 0.001 0.001
C 1.532897 -1.756738 0.857648 0.330 0.527 -0.522
C 2.853500 -1.286481 1.322412 -0.061 0.382 -0.020
N 1.337959 -2.655876 -0.086309 0.350 -0.514 -0.235
C 2.029120 -0.140675 -1.213932 -0.050 0.456 0.715
C 2.729874 0.972216 -1.000110 0.073 -0.080 -0.011
H 0.728235 -1.690132 1.586738 -0.073 0.209 -0.108
H 0.463000 -3.158144 -0.123877 0.175 0.206 -0.323
H 1.902796 -2.459313 -0.921134 -0.565 -0.641 0.439
H 1.521574 -0.173911 -2.191809 -0.141 -0.118 0.063
H 3.094210 -1.790512 2.269494 0.082 -0.117 -0.131
H 3.613646 -1.402749 0.555491 0.043 -0.178 0.151
H 2.795392 -0.220461 1.553348 -0.029 -0.032 -0.013
H 2.828502 1.804372 -1.703787 0.035 -0.129 -0.066
H 3.298049 1.131342 -0.076657 -0.145 0.006 0.030
```
Forces are in eV/Å.

---

What is the total energy in the second record? -24259.335 eV

---

Which of these has the highest total energy? C4H6O

---

Which of these has the highest total energy? C4H6O